Arrangement w

16
Properties=species:S:1:pos:R:3:lowdin_charge:R:1 method="wB97M-V/def2-TZVPD" orbital_gap_ev=10.0 e_lumo_ev=0.761 e_homo_ev=-9.274
H 1.27154 -1.85670 0.25761 0.049
N 1.21342 -1.62770 -0.73827 0.157
C 0.51127 -0.57842 -0.69849 -0.455
O 0.13225 0.11598 -1.78114 0.044
C 0.56067 -0.32098 -3.03598 -0.276
O 0.24962 0.27444 -3.98612 0.149
N -0.10387 0.00246 0.44832 -0.119
C -0.89670 1.21945 0.42428 -0.044
N 0.23402 -0.58156 1.63335 -0.004
C -0.22012 -0.14544 2.72597 -0.027
H 1.05847 -1.28640 -2.93193 0.134
H -0.46442 2.06562 0.97904 0.093
H -1.00845 1.44415 -0.62183 0.082
H -1.87022 1.13536 0.94135 0.092
H 0.12446 -0.63620 3.63346 0.072
H -0.79194 0.77595 2.75037 0.053

Arrangement x

16
Properties=species:S:1:pos:R:3:lowdin_charge:R:1 method="wB97M-V/def2-TZVPD" orbital_gap_ev=7.6 e_lumo_ev=0.032 e_homo_ev=-7.616
C 0.52773 -2.03247 -0.66730 -0.014
N -0.02966 -0.70726 -0.41245 -0.023
C -0.13679 1.54552 0.71806 -0.494
C -1.20231 -0.43566 -0.05923 -0.200
C 0.99854 0.66004 -0.32312 -0.342
O -0.68976 2.57882 0.03865 0.068
N -2.40072 -0.30515 -0.12861 0.268
N 2.18245 0.50943 0.15771 0.022
O -0.14948 1.46303 1.92304 0.067
H -1.11435 3.17552 0.68007 0.120
H -3.13111 -0.52540 0.53102 0.105
H 2.20885 -0.03522 1.01841 0.031
H 0.90154 1.16562 -1.28080 0.117
H -0.23476 -2.80436 -0.57748 0.090
H 0.94708 -2.04242 -1.67392 0.097
H 1.32274 -2.21006 0.05596 0.087

It is arrangement x that is the least stable of them.

Arrangement w

12
Properties=species:S:1:pos:R:3:lowdin_charge:R:1 method="wB97M-V/def2-TZVPD" orbital_gap_ev=9.3 e_lumo_ev=-0.069 e_homo_ev=-9.357
C 1.16789 -1.06078 1.02651 0.049
C -0.10845 -1.04311 0.71385 -0.227
S -1.10245 0.36629 0.40794 0.555
O -2.24284 -0.03211 -0.33436 -0.307
O -1.28373 1.27021 1.45870 -0.284
N 0.10505 1.23624 -0.65323 -0.542
S -0.00867 0.88727 -2.31706 0.714
H 1.88391 -1.84075 0.88616 0.076
H 1.47019 -0.26362 1.60695 0.053
H -0.67585 -1.69253 0.14950 0.052
H -0.19326 2.17282 -0.47509 0.014
H 0.98822 0.00005 -2.46986 -0.153

Arrangement x

12
Properties=species:S:1:pos:R:3:lowdin_charge:R:1 method="wB97M-V/def2-TZVPD" orbital_gap_ev="7.3 / 7.3" e_lumo_ev="-1.227 / -1.239" e_homo_ev="-8.493 / -8.495"
C 0.15417 -0.31780 -1.04901 -0.430
C 0.70357 0.00031 0.26664 -0.274
N 0.54807 -1.63814 -1.46166 -0.552
O -1.61201 1.09721 0.98279 -0.355
O 0.47958 1.64072 2.38540 -0.504
S -0.20054 -2.55969 -2.46765 0.680
S -0.01843 1.67599 0.99744 0.918
H -0.92123 -0.34332 -1.09647 0.087
H 0.55010 0.21439 -1.88844 0.116
H 0.18668 -0.65063 1.04774 0.108
H 1.81076 -0.09956 0.28443 0.110
H -1.68070 0.98053 1.99879 0.096

It is arrangement x that is the least stable of them.

Arrangement w

26
Properties=species:S:1:pos:R:3:lowdin_charge:R:1 method="wB97M-V/def2-TZVPD" orbital_gap_ev=8.5 e_lumo_ev=-0.266 e_homo_ev=-8.732
O -0.48048 -3.18428 -0.19470 0.090
C -0.25637 -2.02553 -0.58312 -0.283
C -0.00357 -1.70138 -2.07761 -0.081
C -0.06190 -0.20210 -2.43865 -0.227
C 0.88781 0.59141 -1.58414 -0.109
C 0.34718 0.41068 -0.05795 -0.260
C 1.14795 1.37419 0.80276 -0.033
C 0.68284 1.85036 1.98865 -0.081
C -0.67696 1.49373 2.45100 -0.062
C -1.53057 0.89354 1.59047 -0.105
C -1.20274 0.34007 0.30875 0.003
C 0.01361 -0.93672 0.35999 -0.121
N 0.17273 -1.33529 1.74891 -0.352
O 1.21084 -0.99182 2.23501 0.123
O -0.68850 -2.00146 2.28838 0.120
H 1.09086 -2.01654 -2.31822 0.168
H -0.72592 -2.16791 -2.68075 0.100
H 0.39303 -0.34744 -3.44081 0.115
H -1.01814 0.33276 -2.56942 0.120
H 1.92403 0.18226 -1.67130 0.133
H 0.94150 1.65293 -1.90314 0.124
H 2.09884 1.81559 0.43617 0.121
H 1.28196 2.60600 2.47670 0.100
H -0.91395 1.95337 3.46261 0.128
H -2.64177 0.88220 1.78055 0.132
H -1.99232 0.53138 -0.41014 0.137

Arrangement x

26
Properties=species:S:1:pos:R:3:lowdin_charge:R:1 method="wB97M-V/def2-TZVPD" orbital_gap_ev="8.6 / 8.6" e_lumo_ev="0.260 / 0.260" e_homo_ev="-8.306 / -8.307"
C 2.27178 1.88368 -0.24603 -0.072
C 3.24647 1.08992 0.33812 -0.063
C 1.03329 1.30476 -0.49879 -0.046
C 2.97881 -0.22546 0.63565 -0.017
C 0.83601 -0.00745 -0.17264 0.025
C -2.13441 0.65138 1.55719 0.017
C -1.78234 -0.63309 1.73748 -0.082
C -2.13356 1.24268 0.22981 -0.431
C -1.96104 0.20963 -0.88115 -0.054
C -1.07684 -0.92181 -0.45560 -0.305
C -0.75948 -2.00050 -1.45087 -0.015
N 1.76931 -0.79377 0.38532 -0.240
O 1.56262 -2.00066 0.67195 -0.071
O -2.29848 2.41887 -0.00403 0.083
O -1.33600 -1.45050 0.78797 0.013
H 2.45943 2.91704 -0.48977 0.104
H 4.22164 1.48968 0.56758 0.107
H 0.23803 1.88571 -0.93701 0.102
H 3.70308 -0.88453 1.08820 0.131
H -2.42153 1.26934 2.39125 0.117
H -1.81017 -1.12150 2.70285 0.139
H -2.96296 -0.18674 -1.10121 0.152
H -1.59335 0.68077 -1.79252 0.135
H -1.66611 -2.54893 -1.71135 0.093
H -0.05280 -2.69543 -1.00001 0.082
H -0.33139 -1.57308 -2.35238 0.094

It is arrangement w that is the least stable of them.

Arrangement w

28
Properties=species:S:1:pos:R:3:lowdin_charge:R:1 method="wB97M-V/def2-TZVPD" orbital_gap_ev=9.6 e_lumo_ev=0.491 e_homo_ev=-9.097
C 1.19370 -2.99477 0.13189 -0.124
C 0.99969 -1.48639 0.01069 -0.268
N -0.47000 -1.24864 0.19826 -0.067
C -0.93164 0.14959 -0.21582 -0.281
C -1.51292 0.85948 1.08162 -0.241
N -1.73864 0.01164 2.21990 -0.017
C -1.93676 0.05411 -1.34499 -0.266
O -2.06768 1.31881 -1.92359 -0.041
H 0.77461 -3.42285 1.03755 0.071
H 2.26384 -3.14703 -0.01033 0.073
H 0.65885 -3.58105 -0.63185 0.070
H 1.51554 -1.19586 0.95090 0.111
H 1.47807 -1.08031 -0.88763 0.114
H -0.90878 -1.98944 -0.33865 0.088
H 0.02386 0.57747 -0.51212 0.116
H -2.48197 1.31521 0.82593 0.106
H -0.77625 1.64195 1.30571 0.097
H -2.59458 -0.52468 2.11158 0.064
H -1.05928 -0.74874 2.19180 0.050
H -2.82929 -0.53073 -1.04499 0.134
H -1.52418 -0.66233 -2.07714 0.119
H -2.87054 1.79672 -1.69050 0.094
O 3.09932 2.46786 1.20015 -0.048
H 2.38368 3.09334 1.36160 0.034
H 2.75034 1.70989 1.67370 0.029
O 2.49542 2.23141 -1.80681 -0.068
H 2.00600 2.51449 -2.58906 0.033
H 2.05958 2.87084 -1.22780 0.018

Arrangement x

28
Properties=species:S:1:pos:R:3:lowdin_charge:R:1 method="wB97M-V/def2-TZVPD" orbital_gap_ev=8.9 e_lumo_ev=0.449 e_homo_ev=-8.427
N -3.03813 0.84512 1.46560 -0.023
C -2.23015 -0.31136 1.02611 -0.226
C -1.17689 0.48860 0.11059 -0.323
C -1.52542 1.11639 -1.30521 -0.145
C -0.31654 0.79110 -2.23234 -0.105
C 0.12775 -0.70020 -1.62306 -0.143
N -0.11928 -0.50309 -0.14135 -0.100
H -3.26291 0.71471 2.41155 0.030
H -3.95218 1.03226 1.05136 0.072
H -2.70559 -1.22447 0.68370 0.087
H -1.60781 -0.76614 1.90192 0.127
H -0.68702 1.17948 0.94427 0.162
H -1.72101 2.29474 -1.15895 0.151
H -2.43539 0.85804 -1.61447 0.039
H -0.52320 0.84620 -3.23531 0.055
H 0.46629 1.52841 -1.88726 0.114
H 1.14829 -1.01817 -1.76113 0.090
H -0.50285 -1.44211 -1.92043 0.055
H 0.77711 -0.31247 0.37771 0.113
O 1.03639 -3.65205 0.73870 -0.159
H 0.81994 -3.08856 -0.16115 0.094
H 0.11136 -3.64079 1.10674 0.037
O 3.25273 2.32588 0.26911 -0.050
H 3.71901 1.65098 0.72832 -0.039
H 3.49997 2.29324 -0.64378 0.018
O 3.84151 -0.06060 1.51243 -0.045
H 3.26479 -0.35672 2.27069 0.092
H 3.73921 -0.88841 1.08566 0.023

It is arrangement x that is the least stable of them.

Arrangement w

18
Properties=species:S:1:pos:R:3:lowdin_charge:R:1 method="wB97M-V/def2-TZVPD" total_charge=+1 orbital_gap_ev=9.8 e_lumo_ev=-4.017 e_homo_ev=-13.864
C 0.56212 -2.33810 -0.09355 0.111
C 2.07851 1.51704 0.00040 -0.076
C 0.28057 -0.14648 0.30090 -0.306
N -3.46992 0.46918 -0.04504 0.173
N -0.23798 -1.34324 -0.05949 -0.009
N -2.27774 0.11920 -0.00902 -0.177
N -1.22970 0.80979 -0.24631 0.080
N 1.37731 0.33681 -0.29364 -0.023
H 0.13113 -3.19334 -0.53011 0.088
H 1.55007 -2.40221 0.26194 0.098
H 2.01465 2.30784 -0.72608 0.089
H 1.74533 1.89746 0.99946 0.119
H 3.14496 1.37173 0.12426 0.092
H -0.16366 0.12829 1.33002 0.194
H -4.00545 -0.27014 0.37594 0.081
H -1.11796 1.79996 -0.25752 0.127
H 1.48300 -0.21441 -1.19796 0.194
H -1.86524 -0.84937 0.06579 0.146

Arrangement x

18
Properties=species:S:1:pos:R:3:lowdin_charge:R:1 method="wB97M-V/def2-TZVPD" total_charge=+1 orbital_gap_ev=9.1 e_lumo_ev=-4.344 e_homo_ev=-13.487
C -0.86801 1.21378 -0.50590 -0.031
C 0.34296 1.69000 -0.61356 -0.092
C -1.33226 0.15385 0.45262 -0.323
N 1.29852 1.22123 0.22813 0.018
N -0.12610 -0.07548 1.37349 0.098
N -1.67553 -1.04504 -0.28205 0.050
N 1.80549 -1.32535 -0.28029 -0.069
N 1.00375 0.41421 1.18112 0.043
H -1.65773 1.63387 -1.20622 0.152
H 0.66759 2.42674 -1.37074 0.152
H -2.20486 0.54751 1.10896 0.177
H 2.21140 1.71575 0.42513 0.215
H -0.13795 -0.85684 2.02375 0.178
H -2.24297 -0.90944 -1.12479 0.098
H -2.57298 -1.41762 0.14018 0.115
H 1.66991 -1.11285 -1.28608 -0.004
H 0.92549 -1.86092 -0.13676 -0.035
H 2.89331 -2.41341 -0.12701 0.258

It is arrangement x that is the least stable of them.

Arrangement w

8
Properties=species:S:1:pos:R:3:lowdin_charge:R:1 method="wB97M-V/def2-TZVPD" total_charge=-1 orbital_gap_ev=9.3 e_lumo_ev=3.907 e_homo_ev=-5.411
N -2.94388 -0.97123 -0.00575 0.060
C -1.86215 -0.57623 -0.01268 -0.438
N -0.61868 -0.30367 -0.01451 0.109
C -0.05811 0.84990 0.05354 -0.582
O -0.38962 2.01159 0.03388 0.061
O 1.37293 0.74199 -0.06793 0.072
C 1.96231 -0.38151 -0.06441 -0.405
N 2.53720 -1.37085 0.07787 0.123

Arrangement x

8
Properties=species:S:1:pos:R:3:lowdin_charge:R:1 method="wB97M-V/def2-TZVPD" total_charge=-1 orbital_gap_ev=9.4 e_lumo_ev=3.919 e_homo_ev=-5.470
N 0.91143 0.64860 2.74019 0.058
C 0.67101 0.35281 1.64767 -0.405
N 0.17660 0.09403 0.48621 0.081
C 0.72510 -0.36311 -0.59305 -0.553
O 1.81826 -0.72313 -0.94573 0.072
O -0.37559 -0.41641 -1.57149 0.078
C -1.43748 0.02302 -1.02593 -0.457
N -2.48933 0.38420 -0.73787 0.127

It is arrangement x that is the least stable of them.

Arrangement w

9
Properties=species:S:1:pos:R:3:lowdin_charge:R:1 method="wB97M-V/def2-TZVPD" orbital_gap_ev="8.0 / 8.0" e_lumo_ev="-0.392 / -0.392" e_homo_ev="-8.381 / -8.380"
H 0.08902 -2.42649 -0.06411 0.069
N 0.92056 -1.96981 0.22000 0.159
N 1.14335 -0.80768 0.17366 -0.140
N 1.59604 0.18307 -0.20783 0.022
N 1.41620 1.57177 0.39303 -0.052
H 1.72539 2.21192 -0.33959 -0.053
O -2.98827 1.29273 -0.03014 0.258
C -2.27351 0.43254 -0.09602 -0.472
O -1.62878 -0.48805 -0.04901 0.208

Arrangement x

9
Properties=species:S:1:pos:R:3:lowdin_charge:R:1 method="wB97M-V/def2-TZVPD" orbital_gap_ev="8.1 / 8.6" e_lumo_ev="-2.686 / -1.776" e_homo_ev="-10.763 / -10.411"
C -0.60189 -1.05016 -0.70902 -0.113
N 0.23210 -0.31096 -0.01334 0.016
N -1.48478 -0.30158 -1.46129 0.124
N 0.08983 0.89945 -0.37170 0.082
N -1.11436 0.88296 -1.36729 -0.311
O -1.57110 1.89484 -1.81791 0.101
O -0.92861 1.62053 1.16083 -0.070
H -0.74503 -2.12187 -0.61614 0.119
H -0.86165 2.53910 0.75574 0.052

It is arrangement x that is the least stable of them.

Arrangement w

19
Properties=species:S:1:pos:R:3:lowdin_charge:R:1 method="wB97M-V/def2-TZVPD" orbital_gap_ev="8.5 / 8.5" e_lumo_ev="-0.235 / -0.196" e_homo_ev="-8.713 / -8.674"
C -2.05712 -1.02767 -0.80788 -0.389
C -2.77005 0.68589 0.72065 -0.470
C -1.10411 -0.18054 -0.30709 -0.243
C 1.22507 -1.07344 0.93576 -0.129
C 1.14509 1.65250 -0.53968 -0.168
C 1.70084 -0.73377 -0.47317 -0.356
N -1.47472 0.80326 0.50360 -0.004
N 0.97584 0.31718 -1.11906 -0.065
S -3.59888 -0.59072 -0.11630 0.968
H -1.97296 -2.01860 -1.23845 0.060
H -3.44864 1.39984 1.26824 0.084
H 0.96700 -0.12083 1.41756 0.039
H 0.22589 -1.50632 0.98844 0.055
H 2.05378 -1.44023 1.63501 0.098
H 1.00603 1.58504 0.61348 0.082
H 2.23417 1.85008 -0.82872 0.103
H 0.43027 2.36292 -0.98553 0.075
H 2.75039 -0.27818 -0.47081 0.120
H 1.71212 -1.68642 -1.19605 0.139

Arrangement x

19
Properties=species:S:1:pos:R:3:lowdin_charge:R:1 method="wB97M-V/def2-TZVPD" orbital_gap_ev=9.2 e_lumo_ev=0.256 e_homo_ev=-8.928
C -0.23976 0.88027 -1.91795 -0.023
C -0.79722 -0.18067 -0.99188 -0.411
C -2.19432 -0.17623 -0.38684 -0.023
N -0.36395 -1.65153 -1.23928 0.210
C 0.17069 -1.06224 -0.28377 -0.252
C 1.40260 -1.10900 0.61986 -0.134
C 1.66144 0.22093 1.29810 -0.875
N 0.76731 0.63801 2.28580 0.093
S 2.91171 1.14393 0.83546 0.694
H 0.70166 0.82983 -2.32975 0.048
H -0.34503 1.88836 -1.31750 0.126
H -0.96277 0.96926 -2.65699 0.046
H -2.90078 -0.61347 -0.99006 0.056
H -2.57907 0.80359 -0.23487 0.073
H -2.12465 -0.61437 0.51191 0.034
H 2.12370 -1.46610 0.02940 0.058
H 1.28871 -1.98119 1.30993 0.139
H 0.20612 0.04585 2.81302 0.077
H 1.27362 1.43478 2.64540 0.065

It is arrangement w that is the least stable of them.